Molecular formula: C4H7ClO3
Method: DFT, ωB97M-V with the def2-TZVPD basis set

## Properties
max |F| = 9.26 eV/Å
E_HOMO (spin up / spin down) = -5.4 / -10.6 eV
⟨S²⟩ = 2.01

The geometry in ORCA input format:
```
! RIJCOSX wB97M-V def2-TZVPD def2/J DEFGRID3
* xyz 0 3
C 1.216 0.235 -0.245
C -0.119 0.058 -0.466
C 2.191 0.298 -1.511
C -1.122 -0.122 0.793
O -1.601 -1.534 0.850
O -0.529 0.175 1.943
O -2.228 0.711 0.603
Cl -0.941 0.046 -1.997
H 1.735 0.329 0.635
H 2.559 1.307 -1.511
H 3.054 -0.314 -1.356
H 1.653 0.193 -2.432
H -2.559 -1.531 0.655
H -0.482 -0.517 2.657
H -2.827 0.664 1.381
*
```

Atomic partial charges in e from the natural (NBO) method, atoms 1 to 2: -0.178, -0.045

Molecular formula: C38H68NO13PS3
Method: DFT, ωB97M-V with the def2-TZVPD basis set

## Properties
max |F| = 0.60 eV/Å
SMILES string = CCOC(=O)CCCP(CCOCCOc1ccc(C(C)(C)CC(C)(C)C)cc1)c1ccccn1.CCOS(C)(=O)=O.CCOS(C)(=O)=O.CCOS(C)(=O)=O
E_HOMO = -8.5 eV

The geometry in ORCA input format:
```
! RIJCOSX wB97M-V def2-TZVPD def2/J DEFGRID3
* xyz 0 1
C -3.916 -3.217 -7.492
C -4.642 -2.148 -8.301
O -5.989 -2.558 -8.589
C -6.954 -2.035 -7.779
O -7.705 -2.752 -7.194
C -7.029 -0.528 -7.752
C -6.673 0.127 -6.385
C -6.609 -0.818 -5.190
P -6.703 0.114 -3.585
C -5.607 1.569 -3.904
C -5.246 2.302 -2.612
O -4.146 3.192 -2.775
C -2.852 2.597 -2.739
C -2.048 3.136 -3.919
O -1.070 2.222 -4.431
C -0.213 1.707 -3.483
C -0.334 0.383 -3.081
C 0.529 -0.127 -2.117
C 1.535 0.651 -1.529
C 2.408 0.014 -0.437
C 3.461 1.008 0.045
C 1.471 -0.308 0.734
C 3.120 -1.226 -1.075
C 3.294 -2.549 -0.296
C 4.246 -3.393 -1.165
C 1.978 -3.339 -0.175
C 3.958 -2.374 1.088
C 1.652 1.969 -1.969
C 0.796 2.494 -2.937
C -5.590 -0.886 -2.515
C -4.436 -1.511 -3.000
C -3.665 -2.282 -2.138
C -4.059 -2.384 -0.808
C -5.217 -1.717 -0.407
N -5.968 -0.986 -1.233
H -3.252 -2.762 -6.759
H -3.311 -3.848 -8.137
H -4.641 -3.839 -6.974
H -4.161 -2.003 -9.265
H -4.633 -1.195 -7.774
H -8.028 -0.233 -8.062
H -6.344 -0.144 -8.505
H -7.434 0.883 -6.181
H -5.732 0.662 -6.497
H -7.474 -1.474 -5.191
H -5.697 -1.414 -5.216
H -4.701 1.309 -4.457
H -6.175 2.254 -4.533
H -5.060 1.613 -1.786
H -6.082 2.934 -2.319
H -2.378 2.865 -1.792
H -2.913 1.508 -2.778
H -1.544 4.064 -3.642
H -2.732 3.336 -4.738
H -1.097 -0.243 -3.517
H 0.416 -1.157 -1.813
H 4.137 1.240 -0.780
H 3.020 1.955 0.353
H 4.065 0.618 0.859
H 0.886 0.584 0.964
H 2.031 -0.555 1.634
H 0.766 -1.099 0.503
H 2.646 -1.483 -2.020
H 4.129 -0.900 -1.339
H 5.227 -2.918 -1.211
H 3.879 -3.460 -2.191
H 4.356 -4.395 -0.758
H 2.180 -4.410 -0.160
H 1.333 -3.144 -1.033
H 1.432 -3.104 0.735
H 3.253 -2.574 1.893
H 4.383 -1.385 1.224
H 4.762 -3.099 1.212
H 2.413 2.623 -1.570
H 0.912 3.521 -3.256
H -4.145 -1.406 -4.036
H -2.781 -2.795 -2.488
H -3.499 -2.975 -0.097
H -5.540 -1.793 0.619
O 5.972 4.729 0.963
S 6.933 3.667 0.972
O 6.506 2.333 1.268
O 8.137 4.067 1.920
C 7.820 4.474 3.276
C 7.445 3.316 4.173
C 7.832 3.656 -0.538
H 7.037 5.233 3.238
H 8.730 4.956 3.626
H 6.509 2.856 3.859
H 7.329 3.668 5.198
H 8.215 2.547 4.158
H 8.174 4.664 -0.753
H 7.143 3.311 -1.306
H 8.666 2.966 -0.441
O 8.348 1.436 6.674
S 7.900 1.792 7.986
O 8.296 3.043 8.555
O 8.251 0.609 8.981
C 9.628 0.158 9.030
C 10.539 1.112 9.771
C 6.151 1.644 8.074
H 9.972 -0.025 8.011
H 9.570 -0.800 9.540
H 10.642 2.060 9.246
H 11.528 0.662 9.867
H 10.148 1.321 10.767
H 5.856 0.686 7.655
H 5.740 2.463 7.487
H 5.846 1.734 9.113
O -5.881 -1.753 3.230
S -6.153 -2.140 4.582
O -5.999 -3.510 4.960
O -7.603 -1.631 4.968
C -8.697 -1.989 4.086
C -9.118 -3.436 4.219
C -5.251 -1.122 5.695
H -8.417 -1.739 3.062
H -9.501 -1.320 4.385
H -8.338 -4.115 3.879
H -10.010 -3.607 3.616
H -9.343 -3.677 5.258
H -5.387 -0.083 5.413
H -4.207 -1.413 5.603
H -5.608 -1.311 6.704
*
```

Atomic partial charges in e from the Löwdin method, atoms 1 to 2: -0.052, -0.218

Molecular formula: C21H26N4O3PtSSi
Method: DFT, ωB97M-V with the def2-TZVPD basis set

## Properties
max |F| = 0.41 eV/Å
ΔE to the lowest compared entry with this formula, charge and spin = 6.2 kJ/mol
E_HOMO (spin up / spin down) = -7.4 / -7.7 eV
⟨S²⟩ = 2.01

The geometry in ORCA input format:
```
! RIJCOSX wB97M-V def2-TZVPD def2/J DEFGRID3
* xyz 0 3
Pt 0.538 -0.191 0.581
O -4.818 -3.021 -3.487
C -4.025 -3.760 -2.579
C -3.025 -2.850 -1.925
C -1.990 -3.378 -1.167
C -1.105 -2.512 -0.561
N -1.186 -1.185 -0.675
C -2.187 -0.660 -1.390
C -3.117 -1.475 -2.030
C -2.298 0.834 -1.471
C -3.339 1.453 -2.162
C -3.390 2.836 -2.199
C -4.470 3.561 -2.953
O -5.537 2.671 -3.226
C -2.401 3.553 -1.539
C -1.405 2.854 -0.882
N -1.354 1.529 -0.848
H -5.499 -3.597 -3.844
H -3.489 -4.570 -3.087
H -4.644 -4.210 -1.794
H -1.861 -4.446 -1.044
H -0.286 -2.881 0.042
H -3.917 -1.048 -2.612
H -4.114 0.891 -2.657
H -4.041 3.949 -3.885
H -4.808 4.416 -2.360
H -6.197 3.131 -3.751
H -2.404 4.636 -1.530
H -0.613 3.374 -0.355
O -2.255 0.015 3.996
S -1.238 -0.858 3.423
N -0.680 -0.546 2.098
C 2.773 1.610 1.796
Si 3.451 0.665 0.326
C 4.540 -0.697 1.018
C 4.437 1.850 -0.736
N 2.077 0.036 -0.594
C 2.214 -0.466 -1.895
C 1.141 -0.392 -2.790
C 1.247 -0.883 -4.080
C 2.434 -1.455 -4.521
C 3.512 -1.517 -3.652
C 3.409 -1.028 -2.358
H 3.574 2.263 2.161
H 2.485 0.958 2.623
H 1.921 2.247 1.555
H 5.236 -0.268 1.743
H 5.129 -1.232 0.274
H 3.919 -1.425 1.547
H 5.200 2.335 -0.121
H 3.787 2.630 -1.139
H 4.938 1.367 -1.576
H 0.236 0.090 -2.457
H 0.398 -0.806 -4.748
H 2.517 -1.838 -5.530
H 4.447 -1.956 -3.979
H 4.264 -1.110 -1.702
*
```

Atomic partial charges in e from the natural (NBO) method, atoms 1 to 2: 0.922, -0.716

Please write out number 1 again, unchanged.
Molecular formula: C4H7ClO3
Method: DFT, ωB97M-V with the def2-TZVPD basis set

## Properties
max |F| = 9.26 eV/Å
E_HOMO (spin up / spin down) = -5.4 / -10.6 eV
⟨S²⟩ = 2.01

The geometry in ORCA input format:
```
! RIJCOSX wB97M-V def2-TZVPD def2/J DEFGRID3
* xyz 0 3
C 1.216 0.235 -0.245
C -0.119 0.058 -0.466
C 2.191 0.298 -1.511
C -1.122 -0.122 0.793
O -1.601 -1.534 0.850
O -0.529 0.175 1.943
O -2.228 0.711 0.603
Cl -0.941 0.046 -1.997
H 1.735 0.329 0.635
H 2.559 1.307 -1.511
H 3.054 -0.314 -1.356
H 1.653 0.193 -2.432
H -2.559 -1.531 0.655
H -0.482 -0.517 2.657
H -2.827 0.664 1.381
*
```

Atomic partial charges in e from the natural (NBO) method, atoms 1 to 2: -0.178, -0.045